C7H9N3O | ωB97M-V/def2-TZVPD

XYZ file:
```
20
Properties=species:S:1:pos:R:3:lowdin_charge:R:1
N -2.79 0.34 2.29 0.011
H 2.64 -2.86 0.97 0.053
H -1.31 -0.91 -0.68 0.124
H 0.24 -2.50 1.54 0.138
C -1.67 1.36 -1.62 -0.172
C -2.17 0.02 1.39 -0.131
C 0.75 -1.86 0.78 -0.233
O 0.38 -0.52 0.58 -0.065
N -1.33 2.40 -2.29 0.072
C 2.20 -1.96 1.26 -0.050
H 0.61 -2.27 -0.20 0.113
H 0.14 3.84 -1.86 0.100
H -2.40 0.64 -2.04 0.150
H 2.83 -1.15 0.91 0.079
N -0.73 1.00 -0.68 -0.063
H 1.09 1.94 -0.09 0.124
C 0.29 1.89 -0.82 -0.040
C -0.79 -0.23 -0.08 -0.178
C -0.15 2.81 -1.74 -0.124
H 2.17 -2.00 2.38 0.093
```

Its relative energy (zero: lowest compared OMol25 entry of this formula, charge and spin) is 3.4795 eV. As for the orbital gap: 9.43 eV. The HOMO energy comes out at -0.345 Eh. For the electronic energy, the calculation gives -511.5177 a.u.



C7H9N3O2 | ωB97M-V/def2-TZVPD

XYZ file:
```
21
Properties=species:S:1:pos:R:3:lowdin_charge:R:1
H 4.25 1.19 -1.70 0.113
N -2.88 -0.10 0.12 -0.185
H 3.65 -1.47 1.81 0.127
O -1.62 -1.43 -1.28 0.016
H 1.67 1.00 -0.94 0.082
H -3.40 -1.97 -0.48 0.127
N 2.33 -0.35 0.64 0.083
H -0.58 0.37 -1.05 0.046
H -0.46 2.06 -0.27 0.065
C -1.00 1.13 -0.42 -0.016
C 2.54 0.52 -0.50 -0.084
H -3.86 0.18 1.96 0.090
H -4.69 -0.91 0.80 0.081
C 4.57 -0.25 0.06 -0.361
N -2.12 1.03 0.20 0.031
C 3.47 -0.79 0.97 -0.073
O 5.76 -0.48 0.13 0.116
C -2.61 -1.23 -0.59 -0.297
C 3.82 0.62 -0.89 -0.001
C -4.11 0.01 0.90 -0.051
H -4.72 0.86 0.53 0.089
```

Its relative energy (zero: lowest compared OMol25 entry of this formula, charge and spin) is 3.9255 eV. As for the orbital gap: 8.24 eV. Its structure (SMILES) is O=C1C=CN=C1.C=NN(C)C=O. The HOMO energy comes out at -0.349 Eh. For the electronic energy, the calculation gives -586.7761 a.u.



C7H9N3O3 | ωB97M-V/def2-TZVPD

XYZ file:
```
22
Properties=species:S:1:pos:R:3:lowdin_charge:R:1
H 3.55 -1.56 -2.81 0.250
C 2.33 -1.35 -1.18 -0.655
O -1.68 1.11 -0.35 0.041
C -2.09 1.89 2.00 -0.375
H -3.03 -0.46 2.37 0.225
H -4.18 2.09 2.49 0.160
N 3.23 -2.06 -1.58 0.082
H -2.49 2.48 1.06 0.128
O -0.83 1.03 1.77 0.010
H 1.30 -0.52 1.77 0.114
C -3.07 1.18 2.91 -0.186
N 1.05 -1.45 -1.81 0.174
H -2.91 1.51 4.76 0.193
H -1.80 3.08 2.67 0.197
N 2.39 -0.82 0.09 0.088
C 0.08 -0.06 -0.13 -0.068
C 1.17 -0.55 0.70 0.033
C 0.18 -0.52 -1.51 -0.362
H -1.51 0.44 -1.57 0.071
H 4.41 -1.37 -1.20 0.273
C -0.81 0.79 0.48 -0.501
O -0.85 -0.09 -2.17 0.108
```

Its relative energy (zero: lowest compared OMol25 entry of this formula, charge and spin) is 15.7937 eV. As for the orbital gap: 7.83 eV. The HOMO energy comes out at -0.326 Eh. For the electronic energy, the calculation gives -661.5997 a.u.



C7H9N3OS | ωB97M-V/def2-TZVPD

XYZ file:
```
21
Properties=species:S:1:pos:R:3:lowdin_spin:R:1
H 3.56 0.55 0.08 0.009
S -0.86 -0.34 -1.41 -0.021
C 0.48 0.09 -0.48 0.048
H -0.91 -0.82 -3.81 0.000
O -1.00 -2.42 0.80 0.004
H -0.03 0.78 -3.32 0.000
H 2.59 2.02 -0.43 0.013
C 0.32 0.68 0.86 0.492
H 2.13 0.10 1.74 0.028
C 2.50 1.02 -0.06 0.034
N 1.65 0.31 -0.97 0.206
C 1.78 1.04 1.31 0.095
C -2.13 -2.08 0.93 0.000
H 0.72 -0.88 -3.05 -0.001
N -3.24 -1.82 1.27 0.004
H -2.32 0.21 2.76 0.039
H -4.16 -1.45 1.15 0.001
N -1.87 0.84 2.10 0.538
H 1.78 1.85 2.02 0.008
C -0.76 0.69 1.62 0.505
C -0.23 -0.34 -3.13 -0.003
```

Its spin multiplicity is 3. As for the orbital gap (alpha / beta): 5.52 / 6.72 eV. The HOMO energy (alpha / beta) comes out at -0.177 / -0.316 Eh. Its expectation value of S² is 2.0262. For the electronic energy, the calculation gives -909.6250 a.u.



C7H9N3S | ωB97M-V/def2-TZVPD

XYZ file:
```
20
Properties=species:S:1:pos:R:3:lowdin_charge:R:1
H 0.13 -3.57 1.05 0.088
N -0.05 1.14 1.10 -0.505
H -2.15 0.68 1.42 0.115
C -1.02 -0.99 0.71 -0.041
C 0.48 -0.32 -2.80 -0.070
C 0.66 -2.95 0.27 -0.065
H 0.32 -3.18 -0.74 0.060
N 1.35 -0.63 1.01 0.058
C -1.17 0.33 1.11 -0.117
N 1.13 0.56 1.34 0.012
C -0.21 3.30 -0.27 -0.374
S -0.29 2.75 1.46 0.903
H -1.21 3.67 -0.58 0.029
C 0.34 -1.45 0.43 -0.355
H 1.84 -3.08 0.35 0.124
H 0.55 4.15 -0.59 0.084
H 0.08 2.36 -0.77 0.025
H -1.81 -1.67 1.05 0.117
H 0.49 -0.32 -3.84 -0.032
C 0.56 -0.79 -1.70 -0.055
```

Its relative energy (zero: lowest compared OMol25 entry of this formula, charge and spin) is 8.3922 eV. As for the orbital gap: 8.54 eV. The HOMO energy comes out at -0.329 Eh. For the electronic energy, the calculation gives -834.3098 a.u.



C7H9N4O | ωB97M-V/def2-TZVPD

XYZ file:
```
21
Properties=species:S:1:pos:R:3:lowdin_charge:R:1
C -0.35 -1.10 -2.15 -0.113
O -0.19 3.03 -0.28 0.060
H -0.45 0.36 3.13 0.162
H 1.47 2.31 -1.38 0.151
H 0.41 2.55 2.59 0.174
H 0.08 -3.38 -1.20 0.083
H -0.42 -3.11 0.43 0.096
C 0.77 2.55 0.63 -0.207
N -0.39 -0.35 1.24 0.151
C -0.62 -2.90 -0.62 0.003
C 0.68 1.95 -0.76 -0.084
H -0.52 -1.31 1.65 0.188
C -0.18 0.63 2.12 0.000
H -1.59 -3.32 -0.80 0.104
C -0.13 -0.43 -0.11 -0.145
N -0.56 -1.50 -0.89 -0.051
H 1.47 3.26 0.87 0.133
C 0.23 0.59 -1.02 -0.195
N 0.13 0.13 -2.24 0.143
H -0.17 -1.80 -3.07 0.189
N 0.34 1.85 1.84 0.156
```

Its relative energy (zero: lowest compared OMol25 entry of this formula, charge and spin) is 0.0000 eV. As for the orbital gap: 8.25 eV. Its structure (SMILES) is Cn1cnc2c1NC=[NH+][C@@H]1O[C@H]21. The HOMO energy comes out at -0.461 Eh. For the electronic energy, the calculation gives -566.0921 a.u. As for the charge: +1.



C7H9NO | ωB97M-V/def2-TZVPD

XYZ file:
```
18
Properties=species:S:1:pos:R:3:lowdin_charge:R:1
H 1.98 -0.47 -2.36 0.114
H -0.33 -1.59 2.51 0.069
H 0.09 -1.84 -0.07 0.162
C 0.47 -0.92 0.51 -0.259
H -0.60 -0.17 -2.48 0.107
H 2.66 -0.02 0.45 0.145
C 0.02 0.02 -1.63 -0.008
C -0.34 0.27 -0.15 -0.354
H 0.68 -0.17 2.49 0.084
H 1.40 -1.77 2.30 0.080
H -1.93 0.40 1.37 0.112
O -2.72 0.67 -0.46 0.044
C 1.68 -0.07 -0.07 -0.180
C -1.78 0.48 0.32 -0.137
N 0.79 1.17 0.40 0.063
C 1.32 -0.27 -1.50 -0.076
C 0.53 -1.15 2.01 -0.078
H 0.95 1.95 -0.29 0.112
```

Its relative energy (zero: lowest compared OMol25 entry of this formula, charge and spin) is 3.7892 eV. As for the orbital gap: 9.90 eV. The HOMO energy comes out at -0.338 Eh. For the electronic energy, the calculation gives -402.0018 a.u.



C7H9NO | ωB97M-V/def2-TZVPD

XYZ file:
```
18
Properties=species:S:1:pos:R:3:lowdin_charge:R:1
C -2.08 1.32 -0.08 -0.126
H -3.28 -2.00 0.27 0.166
H 1.49 -1.27 0.40 0.054
H 0.05 1.72 -0.28 0.099
C -2.49 -1.01 0.09 -0.121
H 3.74 -0.60 0.02 0.100
N -1.12 -1.25 -0.06 0.085
H 1.30 -1.50 -1.39 0.224
C -0.24 -0.35 -0.19 -0.334
C 3.12 0.22 0.41 -0.137
C -0.76 1.02 -0.21 0.000
O 2.05 0.37 -0.41 -0.175
H 2.98 -0.12 1.35 0.067
H -4.18 0.47 0.10 0.153
H 3.67 0.98 0.17 0.048
C -2.97 0.30 0.09 -0.139
C 1.07 -0.76 -0.31 -0.114
H -2.33 2.47 0.03 0.152
```

Its relative energy (zero: lowest compared OMol25 entry of this formula, charge and spin) is 4.5440 eV. As for the orbital gap: 10.19 eV. Its structure (SMILES) is COCc1ccccn1. The HOMO energy comes out at -0.341 Eh. For the electronic energy, the calculation gives -401.9740 a.u.



Question: The highest electronic energy belongs to which entry?
Answer: number 8



Please write out number 8 again, unchanged.
C7H9NO | ωB97M-V/def2-TZVPD

XYZ file:
```
18
Properties=species:S:1:pos:R:3:lowdin_charge:R:1
C -2.08 1.32 -0.08 -0.126
H -3.28 -2.00 0.27 0.166
H 1.49 -1.27 0.40 0.054
H 0.05 1.72 -0.28 0.099
C -2.49 -1.01 0.09 -0.121
H 3.74 -0.60 0.02 0.100
N -1.12 -1.25 -0.06 0.085
H 1.30 -1.50 -1.39 0.224
C -0.24 -0.35 -0.19 -0.334
C 3.12 0.22 0.41 -0.137
C -0.76 1.02 -0.21 0.000
O 2.05 0.37 -0.41 -0.175
H 2.98 -0.12 1.35 0.067
H -4.18 0.47 0.10 0.153
H 3.67 0.98 0.17 0.048
C -2.97 0.30 0.09 -0.139
C 1.07 -0.76 -0.31 -0.114
H -2.33 2.47 0.03 0.152
```

Its relative energy (zero: lowest compared OMol25 entry of this formula, charge and spin) is 4.5440 eV. As for the orbital gap: 10.19 eV. Its structure (SMILES) is COCc1ccccn1. The HOMO energy comes out at -0.341 Eh. For the electronic energy, the calculation gives -401.9740 a.u.



Question: What is the formula in the third record?
Answer: C7H9N3O3